Record 1
{"formula": "C54H31I4N7SV", "method": "wB97M-V/def2-TZVPD", "elements": ["V", "I", "C", "C", "C", "C", "C", "C", "C", "C", "C", "C", "C", "C", "C", "C", "C", "C", "I", "C", "C", "C", "N", "C", "C", "C", "C", "C", "C", "I", "C", "C", "C", "C", "C", "C", "N", "C", "C", "C", "C", "C", "N", "C", "C", "C", "C", "I", "C", "C", "C", "C", "N", "H", "H", "H", "H", "H", "H", "H", "H", "H", "H", "H", "H", "H", "H", "H", "H", "H", "H", "H", "H", "H", "H", "H", "H", "N", "C", "C", "C", "C", "C", "C", "N", "C", "C", "C", "S", "C", "N", "H", "H", "H", "H", "H", "H", "H"], "xyz": [[0.30785, 0.04550, -0.19869], [1.33894, -7.02957, 5.19312], [1.46316, -5.20881, 4.19835], [0.76148, -4.10877, 4.67246], [0.84703, -2.89743, 4.00790], [1.65131, -2.73748, 2.86862], [2.30639, -3.88312, 2.38745], [2.22475, -5.09987, 3.04374], [1.69190, -1.47667, 2.13394], [0.98729, -0.30551, 2.54431], [0.85161, 0.23980, 3.85836], [0.49921, 1.55244, 3.71263], [0.32927, 1.80467, 2.32409], [-0.21394, 2.94468, 1.73914], [-0.43217, 4.14410, 2.58521], [0.65742, 4.76230, 3.19729], [0.47937, 5.87797, 4.00284], [-0.80211, 6.36962, 4.21349], [-1.08070, 8.03123, 5.43511], [-1.89926, 5.75842, 3.62531], [-1.70882, 4.65049, 2.81111], [-0.67360, 2.91799, 0.42484], [-0.54315, 1.77077, -0.34611], [-1.43556, 1.84642, -1.35800], [-1.48712, 0.77242, -2.32615], [-2.73810, 0.17130, -2.76665], [-2.73061, -1.03640, -3.48908], [-3.89998, -1.72829, -3.75395], [-5.11319, -1.22480, -3.29825], [-6.86301, -2.31315, -3.59147], [-5.15720, -0.01993, -2.61167], [-3.98208, 0.66436, -2.34508], [-0.20298, 0.35105, -2.81778], [0.23086, 0.12658, -4.15613], [1.60516, 0.09816, -4.12983], [2.01220, 0.22238, -2.77872], [0.88368, 0.37998, -1.99810], [3.25338, -0.05873, -2.21387], [3.34829, -0.40068, -0.86962], [4.43503, -1.06424, -0.23482], [3.95246, -1.63377, 0.91213], [2.57979, -1.25642, 1.02259], [2.23359, -0.47394, -0.02952], [4.43168, -0.12496, -3.11323], [4.82353, 1.02212, -3.79719], [5.90924, 0.99388, -4.66054], [6.59606, -0.19574, -4.85343], [8.21968, -0.24893, -6.15460], [6.21030, -1.35320, -4.19109], [5.13110, -1.31173, -3.32054], [-2.11704, 3.08840, -1.29473], [-1.59635, 3.77469, -0.21946], [0.62670, 0.63555, 1.62970], [0.13752, -4.19755, 5.55191], [0.24912, -2.07224, 4.36955], [2.87660, -3.83290, 1.47082], [2.74461, -5.96308, 2.64947], [1.10115, -0.25526, 4.78297], [0.35882, 2.27558, 4.50208], [1.65516, 4.37378, 3.02728], [1.33361, 6.35849, 4.46137], [-2.89765, 6.13733, 3.80197], [-2.57020, 4.16428, 2.36757], [-1.78835, -1.46016, -3.81435], [-3.86641, -2.66182, -4.30203], [-6.10160, 0.37678, -2.26052], [-4.03688, 1.57515, -1.76098], [-0.41206, 0.08111, -5.02129], [2.27522, -0.01809, -4.96930], [5.44508, -1.10596, -0.61382], [4.50451, -2.20113, 1.64429], [4.28042, 1.94817, -3.64548], [6.21401, 1.89280, -5.17877], [6.74262, -2.28073, -4.35359], [4.82082, -2.21641, -2.80957], [-2.83793, 3.45159, -2.01145], [-1.85595, 4.77229, 0.09879], [-3.37445, -2.11635, 0.01031], [-3.98086, -1.01091, 0.58916], [-5.31518, -0.72685, 0.85353], [-5.57470, 0.49207, 1.44382], [-4.53652, 1.38473, 1.76596], [-3.21680, 1.09011, 1.49470], [-2.94307, -0.12780, 0.87764], [-1.73023, -0.69753, 0.47017], [-2.05626, -1.87406, -0.02768], [-1.02859, -2.74848, -0.56170], [-1.07613, -4.03576, -0.97263], [0.47957, -4.51910, -1.48051], [1.09672, -2.98054, -1.12462], [0.20977, -2.15480, -0.64299], [-3.84039, -2.94429, -0.32179], [-6.10866, -1.42250, 0.60796], [-6.59752, 0.76360, 1.67282], [-4.78310, 2.32290, 2.24716], [-2.42044, 1.77083, 1.75591], [-1.91518, -4.71531, -0.98856], [2.13701, -2.71708, -1.28099]], "atomic_forces_ev_per_a": [[-0.417, -1.316, 0.415], [-0.004, -0.029, 0.014], [-0.006, -0.043, 0.025], [0.004, 0.112, -0.054], [-0.107, -0.030, 0.103], [-0.024, 0.105, -0.125], [0.055, -0.047, 0.006], [0.005, 0.107, -0.069], [-0.050, -0.109, 0.042], [0.110, 0.330, -0.041], [0.044, 0.026, 0.104], [-0.043, -0.045, 0.091], [0.046, -0.182, -0.050], [0.079, 0.034, 0.064], [0.040, -0.023, 0.050], [0.014, 0.041, -0.016], [-0.022, -0.084, -0.065], [0.039, 0.019, 0.029], [-0.005, 0.033, 0.017], [0.005, -0.077, -0.062], [-0.081, 0.044, 0.043], [0.049, -0.091, -0.237], [-0.558, 0.659, -0.009], [0.101, 0.222, 0.107], [-0.103, -0.186, -0.019], [0.214, 0.045, 0.057], [-0.013, -0.057, -0.048], [0.105, 0.071, 0.027], [-0.041, -0.038, -0.009], [-0.029, -0.011, -0.015], [0.109, 0.086, 0.029], [-0.152, 0.045, 0.061], [0.241, 0.310, -0.150], [-0.087, -0.087, 0.019], [0.027, -0.017, -0.096], [-0.289, -0.077, 0.073], [0.083, 0.253, -0.859], [0.073, -0.001, 0.005], [-0.118, -0.116, 0.133], [0.036, 0.007, -0.024], [-0.054, -0.110, 0.020], [0.168, 0.296, -0.076], [0.539, -0.404, 0.143], [-0.020, -0.050, 0.047], [0.018, 0.062, -0.060], [-0.071, -0.011, 0.057], [0.044, -0.025, -0.020], [0.026, -0.001, -0.022], [-0.075, 0.030, 0.048], [0.023, -0.012, 0.013], [0.004, 0.054, -0.084], [-0.110, 0.053, -0.012], [0.072, 0.445, 0.801], [0.014, 0.008, -0.019], [0.033, -0.093, -0.019], [0.042, 0.016, -0.008], [-0.001, 0.025, 0.006], [0.006, 0.037, -0.070], [0.002, -0.032, -0.063], [-0.037, 0.021, 0.014], [-0.032, -0.018, -0.013], [0.042, -0.016, -0.004], [0.029, 0.018, -0.001], [-0.031, 0.003, 0.007], [0.006, 0.036, 0.027], [0.044, -0.018, -0.011], [0.004, -0.088, -0.034], [0.041, 0.012, 0.019], [-0.061, 0.007, 0.040], [-0.065, -0.008, 0.035], [-0.012, 0.019, -0.016], [0.024, -0.042, -0.004], [-0.003, -0.013, 0.009], [-0.010, 0.022, 0.000], [0.020, 0.036, -0.025], [0.040, -0.022, 0.050], [0.005, -0.049, -0.009], [-0.244, -0.082, 0.110], [-0.068, -0.130, -0.079], [-0.029, -0.038, 0.011], [0.018, 0.050, 0.018], [-0.026, -0.029, -0.008], [-0.005, 0.052, -0.002], [0.306, 0.052, 0.054], [0.025, -0.092, -0.275], [0.087, 0.053, -0.002], [0.081, 0.268, 0.053], [-0.048, -0.214, -0.046], [0.069, -0.155, -0.095], [0.031, 0.083, 0.030], [-0.219, 0.063, -0.055], [0.006, 0.031, -0.057], [0.043, 0.032, 0.010], [0.043, -0.004, -0.005], [0.001, -0.025, -0.016], [-0.035, -0.026, 0.002], [0.074, 0.047, -0.006], [-0.104, -0.004, 0.026]], "lowdin_charge": [1.05, 0.90, -0.75, -0.14, -0.02, -0.15, -0.03, -0.14, -0.04, -0.21, 0.00, 0.02, -0.21, -0.06, -0.18, -0.02, -0.13, -0.74, 0.90, -0.14, -0.03, -0.22, 0.00, -0.23, -0.05, -0.16, -0.03, -0.15, -0.75, 0.89, -0.15, -0.01, -0.23, 0.00, 0.02, -0.21, -0.01, -0.05, -0.21, 0.01, 0.00, -0.25, 0.00, -0.19, -0.02, -0.13, -0.74, 0.90, -0.14, -0.03, 0.00, 0.01, 0.00, 0.10, 0.10, 0.10, 0.10, 0.11, 0.12, 0.13, 0.10, 0.10, 0.11, 0.11, 0.10, 0.10, 0.11, 0.12, 0.12, 0.12, 0.12, 0.13, 0.10, 0.10, 0.12, 0.12, 0.12, 0.22, -0.18, -0.01, -0.06, -0.05, 0.01, -0.18, 0.14, -0.25, -0.29, -0.30, 1.12, -0.40, 0.00, 0.18, 0.12, 0.11, 0.11, 0.10, 0.09, 0.10], "lumo_energy_ev": [-3.358, -4.004], "multiplicity": 3, "charge": 1, "homo_lumo_gap_ev": [5.027, 5.783], "homo_ev": [-8.39, -9.79]}


Record 2
{"formula": "C54H32Cl4N8O2S3V", "method": "wB97M-V/def2-TZVPD", "elements": ["V", "Cl", "C", "C", "C", "C", "C", "C", "C", "C", "C", "C", "C", "C", "C", "C", "C", "C", "Cl", "C", "C", "C", "N", "C", "C", "C", "C", "C", "C", "Cl", "C", "C", "C", "C", "C", "C", "N", "C", "C", "C", "C", "C", "N", "C", "C", "C", "C", "Cl", "C", "C", "C", "C", "N", "H", "H", "H", "H", "H", "H", "H", "H", "H", "H", "H", "H", "H", "H", "H", "H", "H", "H", "H", "H", "H", "H", "H", "H", "N", "C", "C", "C", "C", "C", "C", "S", "O", "O", "N", "C", "S", "C", "C", "N", "H", "H", "H", "H", "H", "H", "H", "H", "S", "C", "N"], "xyz": [[-0.70557, -0.67890, -0.71964], [-5.25970, 0.26212, 7.09452], [-4.48899, -0.38839, 5.76838], [-3.10568, -0.10089, 5.59204], [-2.48667, -0.38134, 4.42951], [-3.18725, -1.03897, 3.37386], [-4.50113, -1.45039, 3.65690], [-5.16200, -1.15215, 4.85834], [-2.55263, -1.28229, 2.05153], [-3.22550, -1.34804, 0.77219], [-4.50653, -1.94598, 0.51020], [-4.83719, -1.74568, -0.77513], [-3.68151, -1.15902, -1.40424], [-3.71894, -0.47422, -2.63281], [-5.04973, -0.17315, -3.23192], [-5.57775, 1.13504, -3.31773], [-6.89323, 1.29646, -3.79488], [-7.64390, 0.20924, -4.18287], [-8.97742, 0.43039, -5.24801], [-7.24185, -1.07693, -3.86232], [-5.93051, -1.28397, -3.48778], [-2.57616, 0.32445, -3.04106], [-1.31594, 0.05734, -2.51052], [-0.39416, 0.73688, -3.41405], [0.94304, 0.27677, -3.55137], [1.73415, 0.93587, -4.58213], [3.04771, 1.44053, -4.29273], [3.72565, 2.14119, -5.25197], [3.15062, 2.30653, -6.57667], [4.02656, 2.99085, -7.83546], [1.88240, 1.75598, -6.85339], [1.21660, 0.97305, -5.89107], [1.59111, -0.57987, -2.61294], [2.69214, -1.38669, -2.95283], [2.99990, -2.15629, -1.84282], [2.00462, -1.90702, -0.84500], [1.05384, -1.01444, -1.37527], [2.05796, -2.37098, 0.51109], [0.95117, -2.26284, 1.34590], [0.84799, -2.63976, 2.68743], [-0.42792, -2.25545, 3.17193], [-1.14711, -1.66227, 2.11143], [-0.34318, -1.81258, 0.93973], [3.25106, -3.07094, 1.04198], [3.96295, -3.99545, 0.30267], [5.09131, -4.68282, 0.74185], [5.52308, -4.51700, 2.04730], [6.94405, -5.39276, 2.61597], [4.74911, -3.62860, 2.88752], [3.72301, -2.84529, 2.33070], [-1.13866, 1.65965, -4.20668], [-2.45341, 1.36287, -4.05590], [-2.69798, -1.06819, -0.47356], [-2.63607, 0.43163, 6.44158], [-1.43176, -0.09339, 4.28015], [-4.98252, -2.02096, 2.81206], [-6.19736, -1.52802, 5.00927], [-5.11362, -2.39024, 1.25806], [-5.64908, -2.11217, -1.29959], [-5.02265, 1.93611, -2.88908], [-7.27520, 2.28022, -3.96895], [-7.90036, -1.95119, -4.03352], [-5.55186, -2.30393, -3.40514], [3.45307, 1.29643, -3.23889], [4.76852, 2.44283, -5.07210], [1.36700, 1.88691, -7.79167], [0.31163, 0.41817, -6.09680], [3.15991, -1.22314, -3.91348], [3.88987, -2.73957, -1.71161], [1.58331, -3.13376, 3.22469], [-0.83100, -2.49465, 4.16985], [3.56861, -4.28903, -0.69484], [5.62794, -5.37098, 0.09066], [5.14272, -3.37079, 3.92205], [3.21254, -2.07556, 2.92000], [-0.68158, 2.51620, -4.68659], [-3.34823, 1.81823, -4.50176], [8.05443, 2.20967, 1.29165], [6.72723, 2.14178, 1.58514], [6.27722, 2.33827, 2.93398], [4.94034, 2.32327, 3.24321], [4.04476, 2.11763, 2.21326], [4.40265, 1.83879, 0.88182], [5.76067, 1.87088, 0.62044], [2.34784, 1.95849, 2.78920], [2.42924, 0.96482, 3.83459], [1.94678, 3.30338, 3.09410], [1.58704, 1.30244, 1.49257], [0.27493, 1.41393, 1.48300], [-0.66483, 1.95224, 2.93442], [-2.07996, 1.98184, 1.96653], [-1.79949, 1.71611, 0.66625], [-0.55169, 1.15588, 0.43218], [8.70523, 2.51601, 1.99031], [8.35789, 1.97983, 0.35481], [7.08603, 2.52886, 3.67171], [4.61151, 2.46089, 4.27556], [3.60480, 1.67083, 0.10298], [6.04250, 1.55314, -0.34101], [-3.01233, 2.39620, 2.37173], [-2.45402, 1.77929, -0.23013], [-4.52243, 5.61312, 5.37250], [-3.95821, 6.46410, 6.63085], [-3.56379, 7.15327, 7.49378]], "atomic_forces_ev_per_a": [[-1.126, 2.334, 1.833], [-0.851, 0.439, 1.491], [1.771, -0.225, -0.721], [-1.489, 0.767, 1.832], [1.181, -0.636, -1.731], [-0.844, -0.101, 0.560], [0.084, -0.514, -1.433], [-0.634, -0.862, -1.314], [1.749, -0.960, -0.518], [0.353, -1.048, 0.022], [-0.608, 1.083, 0.906], [1.721, -0.276, 0.158], [-0.889, 0.284, -0.328], [1.290, 2.200, 0.189], [-1.159, -1.094, 0.147], [-0.852, -2.043, 0.165], [1.159, 0.112, -0.226], [0.257, 0.012, 0.202], [-0.655, 0.107, 0.160], [0.050, -1.101, -0.675], [0.787, 1.131, 0.091], [0.685, -1.077, 0.735], [0.332, 0.833, -2.919], [-0.156, -1.965, 2.160], [-1.148, 1.245, 1.814], [1.058, -0.557, -0.882], [-1.330, -0.244, 1.132], [0.434, -0.012, -2.042], [-1.284, -1.527, 2.451], [0.745, 0.799, -0.795], [0.288, -0.370, 0.731], [1.280, 1.216, 0.865], [-2.055, -1.353, 0.302], [0.429, 0.562, 0.830], [-0.039, 0.823, -0.549], [0.279, 0.256, -0.176], [2.780, -0.463, -1.112], [-0.686, -0.013, -1.068], [-2.473, 0.634, -0.818], [-3.299, 1.073, 1.215], [1.907, -0.986, 0.665], [0.051, -0.302, -2.940], [0.693, 0.955, 0.944], [0.454, 0.007, -0.097], [-0.402, -1.216, -1.676], [0.187, -0.099, 0.375], [-1.390, 1.116, 0.902], [-0.749, 0.514, -0.082], [1.935, 0.425, 0.061], [0.264, -0.289, 1.001], [0.102, 0.203, 0.017], [-1.315, -0.306, 0.408], [1.256, 0.495, 1.202], [-0.047, -0.311, -0.866], [-0.788, -0.179, 0.147], [0.194, 0.784, 1.882], [0.881, 0.599, 0.003], [-0.434, -0.318, -0.005], [-1.557, -0.394, -0.501], [0.290, 0.660, -0.080], [-0.180, 0.434, -0.031], [0.435, 0.767, -0.074], [-0.073, 0.340, 0.073], [-0.512, 0.312, -1.626], [-0.663, 0.136, -0.165], [0.452, 0.056, -0.391], [-0.069, 0.277, -0.183], [0.406, -0.498, 0.213], [-0.061, -0.040, -0.141], [0.863, -0.804, 0.994], [0.374, 0.375, -0.698], [0.424, 0.232, 0.919], [-0.252, 0.161, 0.057], [-0.710, -0.561, -1.416], [0.641, -0.248, -0.036], [-0.206, -0.339, -0.406], [0.813, -0.117, 0.057], [0.424, -0.232, -0.598], [-1.491, 0.146, 1.619], [1.801, 0.287, -0.866], [0.573, 0.145, 0.062], [-1.936, -1.024, -0.905], [-0.625, 0.656, 1.133], [-0.267, -0.305, 0.056], [1.802, -0.587, -0.988], [-0.500, 0.096, 0.462], [-0.633, -0.015, 0.295], [-0.611, 0.339, -0.059], [0.164, 0.026, 0.894], [0.516, -0.223, -0.973], [-1.113, 0.974, -0.878], [-1.088, -0.815, 0.038], [0.738, -0.355, -0.617], [0.079, -0.100, -0.204], [0.119, 0.224, 0.502], [-0.863, -0.161, -0.270], [-0.027, -0.069, -0.416], [1.138, 0.013, 1.057], [0.701, -0.030, -1.310], [0.544, -0.179, -0.290], [0.234, -0.058, 1.084], [-0.550, -1.023, -1.169], [0.681, 1.459, 1.406], [-0.158, -0.499, -0.257]], "lowdin_charge": [1.06, 0.76, -0.73, -0.08, -0.08, -0.16, -0.01, -0.10, -0.01, -0.17, 0.01, 0.02, -0.21, -0.04, -0.16, -0.01, -0.09, -0.70, 0.68, -0.11, -0.04, -0.19, 0.00, -0.17, -0.07, -0.19, -0.03, -0.09, -0.70, 0.71, -0.09, -0.02, -0.21, 0.00, 0.00, -0.17, -0.02, -0.02, -0.20, 0.02, 0.03, -0.19, 0.01, -0.17, -0.05, -0.11, -0.64, 0.62, -0.05, -0.04, -0.02, 0.00, 0.00, 0.12, 0.07, 0.09, 0.12, 0.08, 0.08, 0.11, 0.10, 0.12, 0.12, 0.14, 0.11, 0.10, 0.12, 0.12, 0.09, 0.08, 0.13, 0.12, 0.11, 0.13, 0.12, 0.12, 0.11, 0.09, -0.33, -0.03, -0.08, -0.29, -0.05, -0.06, 0.55, -0.33, -0.32, -0.09, -0.63, 1.07, -0.40, -0.26, -0.08, 0.09, 0.10, 0.11, 0.13, 0.12, 0.08, 0.09, 0.12, 0.25, -1.17, -0.07], "lumo_energy_ev": [-0.753, -0.812], "relative_energy_ev": 4.780, "multiplicity": 3, "charge": -1, "homo_lumo_gap_ev": [2.597, 2.538], "homo_ev": [-3.35, -3.35]}


> Look up the charge of the first one.

+1